C16H17NO | ωB97M-V/def2-TZVPD

Values from the calculation:
HOMO energy: -7.88 eV
LUMO energy: 0.85 eV
SMILES: Cc1c[nH]c2ccccc12.Cc1ccc(O)cc1
Net charge: 0

XYZ file:
```
35
Properties=species:S:1:pos:R:3:forces:R:3:lowdin_charge:R:1
C 0.11670 -2.34500 1.67407 0.18 0.05 -0.05 -0.049
C -0.04236 0.16291 1.93509 0.82 0.37 0.37 -0.049
C -0.63961 -1.08761 1.99409 -0.44 0.08 -0.29 -0.285
C -0.71749 1.34596 2.19708 -0.33 -0.61 -0.43 -0.008
C -2.00725 -1.10817 2.23803 -0.44 -0.13 0.08 -0.052
C -2.09284 1.27966 2.37234 -0.10 0.34 0.75 -0.323
C -2.74290 0.05276 2.42770 0.44 0.30 -0.13 -0.027
O -2.75694 2.45492 2.61574 0.14 0.10 -0.12 0.041
H 1.02734 0.25416 1.74786 -0.12 -0.23 -0.01 0.111
H -0.18018 2.27933 2.24598 -0.12 0.17 -0.10 0.116
H 1.16288 -2.26304 1.96047 0.10 0.07 0.02 0.076
H 0.09919 -2.50473 0.59446 0.01 -0.15 -0.03 0.062
H -2.55156 -2.04385 2.27473 0.14 -0.16 0.03 0.110
H -3.80299 0.03864 2.64982 -0.05 -0.18 -0.09 0.110
H -3.65913 2.27402 2.89232 -0.05 -0.08 -0.05 0.096
H -0.28310 -3.23054 2.17026 -0.15 0.10 -0.04 0.077
C 3.81275 -0.12089 -0.69818 0.00 -0.34 0.28 -0.043
C 0.37471 -0.65230 -2.06596 0.92 -0.28 -1.09 -0.215
C 1.39217 0.17299 -1.56147 -0.05 0.19 -0.17 -0.154
C 2.54115 -0.65490 -1.27342 -0.21 0.18 0.47 -0.231
C 2.17236 -1.91823 -1.58420 0.12 -0.25 -0.35 -0.074
C -0.96791 1.22340 -2.57908 -0.05 0.23 0.26 -0.099
C -0.75910 -0.13911 -2.68279 -0.79 0.12 0.67 -0.021
C -0.00443 2.06193 -2.01272 0.62 -0.04 0.16 -0.098
C 1.19580 1.55595 -1.54154 -0.35 0.04 0.47 -0.030
N 0.90612 -1.94251 -2.15124 -0.70 0.15 0.52 0.063
H -1.90589 1.68934 -2.84578 -0.07 -0.22 -0.41 0.098
H -1.52592 -0.77250 -3.11908 0.18 -0.04 0.01 0.109
H -0.17186 3.12804 -1.95256 -0.16 0.03 0.00 0.097
H 1.90857 2.20840 -1.04702 0.09 0.01 -0.29 0.107
H 0.29291 -2.73269 -2.01314 0.19 -0.08 -0.27 0.141
H 2.72884 -2.84104 -1.57236 0.14 0.01 0.23 0.120
H 3.97143 0.89048 -1.06909 0.23 0.00 0.07 0.073
H 4.67275 -0.74522 -0.92351 0.09 0.00 -0.35 0.074
H 3.79583 -0.10324 0.39874 -0.24 0.25 -0.11 0.077
```
Forces are in eV/Å.

C7H12 | ωB97M-V/def2-TZVPD

Values from the calculation:
HOMO energy: -9.14 eV
LUMO energy: 1.25 eV
SMILES: C=CCC/C=C/C
Net charge: 0

XYZ file:
```
19
Properties=species:S:1:pos:R:3:forces:R:3:lowdin_charge:R:1
C -1.44513 -2.56405 0.25617 0.00 0.02 0.06 -0.110
C -0.37316 -1.63069 -0.22666 -0.09 0.09 -0.23 -0.175
C -0.57406 -0.35576 -0.54530 0.08 -0.12 -0.02 -0.151
C 0.38796 1.58780 1.76130 0.06 0.02 -0.10 -0.009
C 0.63784 2.11149 0.56574 -0.03 -0.06 0.10 -0.200
C 1.38513 1.35499 -0.49716 0.02 -0.03 0.09 -0.216
C 0.41674 0.47830 -1.31979 -0.01 0.06 -0.11 -0.210
H -1.44539 -3.45872 -0.37557 -0.05 0.05 0.11 0.071
H -2.43157 -2.09741 0.17104 0.15 -0.05 0.09 0.072
H -1.30287 -2.89717 1.28776 0.05 0.02 -0.04 0.068
H 0.61124 -2.06381 -0.41919 -0.17 0.00 -0.06 0.107
H 1.00787 -0.19162 -1.94780 0.03 0.05 -0.04 0.105
H -1.53172 0.10652 -0.29946 0.12 -0.12 -0.13 0.111
H 0.79760 0.61381 2.02745 -0.08 0.18 0.00 0.063
H -0.25222 2.07032 2.49061 0.12 0.07 -0.03 0.051
H 0.20920 3.07330 0.28402 0.02 -0.11 0.08 0.099
H 1.91653 2.02954 -1.18311 -0.12 -0.11 0.20 0.105
H 2.14150 0.71201 -0.02933 -0.17 0.07 -0.03 0.110
H -0.15550 1.12115 -2.00072 0.10 -0.05 0.07 0.109
```
Forces are in eV/Å.

C4H6N2OS | ωB97M-V/def2-TZVPD

Values from the calculation:
HOMO energy: -8.96 eV
LUMO energy: -0.57 eV
SMILES: NC(=O)/C=C/C=N/S
Net charge: 0

XYZ file:
```
14
Properties=species:S:1:pos:R:3:forces:R:3:lowdin_charge:R:1
C -0.79488 2.01424 -0.19566 2.30 0.36 1.92 -0.509
C -0.43405 0.56012 -0.01447 -0.90 -1.92 1.24 -0.037
C -0.10076 -0.06768 1.15912 0.43 -0.51 -1.84 -0.038
C 0.58621 -1.43308 1.07316 0.30 0.32 2.96 -0.341
H -0.95756 1.66462 -2.37577 1.68 2.58 3.56 0.198
H -1.20054 3.19923 -1.65946 -0.02 1.28 -0.33 0.062
H -0.56225 -0.17641 -0.85827 0.74 1.26 0.49 0.111
H -0.17955 0.31263 2.17026 0.20 0.56 -0.27 0.101
H 1.16206 -1.82522 2.12949 -1.60 1.27 -2.72 0.143
H 1.64025 -3.80359 -0.99404 0.20 -0.45 -0.37 -0.162
N -0.57395 2.43405 -1.52952 -2.75 -3.13 -2.41 0.087
N 0.64373 -2.13974 0.02651 0.57 -0.24 0.76 -0.372
O -0.83792 2.80891 0.76616 -0.68 -1.70 -2.55 0.034
S 1.60921 -3.54808 0.30249 -0.46 0.34 -0.42 0.723
```
Forces are in eV/Å.

C3H4N4O | ωB97M-V/def2-TZVPD

Values from the calculation:
HOMO energy: -9.55 eV
LUMO energy: -1.91 eV
Net charge: 0

XYZ file:
```
12
Properties=species:S:1:pos:R:3:forces:R:3:lowdin_charge:R:1
C -0.18336 -0.83590 2.13416 -3.25 1.01 -0.62 -0.133
C 0.32344 -0.41267 -0.15643 -1.94 1.43 4.54 -0.464
C 0.00710 1.15876 -2.20586 -1.41 1.73 1.25 -0.146
H -0.32443 -1.80270 2.66171 0.28 1.14 0.31 0.047
H -1.58275 -0.42735 1.87559 4.07 -0.51 1.59 0.200
H 0.62020 -0.07194 2.62221 -2.43 -1.62 -1.20 0.127
H -0.33607 1.88157 -3.09395 1.05 -2.54 1.59 0.156
N 0.09016 -1.23741 0.79435 1.82 0.93 -1.22 0.017
N 0.82909 -0.86009 -1.29276 1.05 1.79 -5.07 0.111
N 0.85373 -0.02866 -2.29402 -0.82 -0.72 0.74 0.073
N -0.47035 1.62948 -1.07229 2.21 -0.86 -1.76 0.079
O 0.17326 1.00692 0.02731 -0.64 -1.77 -0.16 -0.068
```
Forces are in eV/Å.

H3NP2S | ωB97M-V/def2-TZVPD

Values from the calculation:
HOMO energy (spin up / spin down): -9.24 / -8.85 eV
LUMO energy (spin up / spin down): -2.23 / -3.12 eV
Net charge: 0

XYZ file:
```
7
Properties=species:S:1:pos:R:3:forces:R:3:lowdin_charge:R:1
N 0.73922 0.74114 1.98248 -0.52 -0.93 -2.35 -0.369
P 0.00045 -0.06284 0.77366 0.36 -0.44 2.22 0.205
P -0.35674 -0.27100 -2.24272 1.07 0.25 1.29 0.599
S -0.85498 -1.76418 1.21355 0.15 0.47 -0.52 0.034
H 1.07291 0.02301 2.65374 -0.34 0.43 -0.34 -0.039
H -1.37712 0.69466 -2.18134 0.10 0.40 -0.01 -0.225
H 0.77626 0.63921 -2.19937 -0.81 -0.18 -0.29 -0.205
```
Forces are in eV/Å.

C32H88N4O12 | ωB97M-V/def2-TZVPD

Values from the calculation:
HOMO energy: -8.72 eV
LUMO energy: 0.41 eV
SMILES: CC(C)C[C@@H]1C(=O)NC[C@H]1CC(N)(N)N.CCO.CCO.CCO.CCO.CCO.CCO.CCO.CCO.CCO.CCO.CCO
Net charge: 0

XYZ file:
```
136
Properties=species:S:1:pos:R:3:forces:R:3:lowdin_charge:R:1
C 1.80613 -0.10753 -0.96262 -0.56 0.23 -1.32 -0.098
C 2.27826 1.16721 -1.84546 -0.94 0.79 1.19 -0.362
C 1.39422 2.40479 -1.27788 0.45 -0.98 0.83 -0.119
C 3.80549 1.56456 -1.61354 -0.57 0.34 -1.15 -0.137
C 4.85522 0.76491 -2.51780 1.84 -0.67 2.11 -0.156
C 5.46476 1.50892 -3.81238 -0.16 0.95 0.85 -0.347
O 5.94535 2.65321 -3.75359 -1.52 -3.12 -0.72 0.038
N 5.38716 0.61159 -4.96494 0.36 1.31 2.80 0.029
C 4.99847 -0.72158 -4.43360 -2.25 -1.31 -2.08 -0.172
C 4.62680 -0.77795 -2.84563 0.67 -0.07 -2.63 -0.216
C 5.59965 -1.88455 -2.23152 0.00 0.85 0.48 -0.091
C 5.72603 -1.88504 -0.63506 0.19 -1.74 0.66 -0.583
N 5.49967 -3.30613 -0.14791 -0.52 0.74 -0.38 0.041
N 4.73081 -1.03325 0.07323 0.50 0.50 0.60 0.075
N 7.14907 -1.57416 -0.28596 -0.54 0.07 0.84 0.057
H 0.66320 -0.00115 -0.89715 1.61 -0.32 0.23 0.075
H 2.28537 -0.09461 0.06363 -0.68 0.10 -1.25 0.062
H 1.99154 -1.10292 -1.49740 -0.09 1.47 0.96 0.045
H 1.97400 1.06489 -2.93942 0.76 -0.26 1.26 0.136
H 0.27412 2.15884 -1.27181 1.54 0.45 -0.41 0.073
H 1.67851 2.48862 -0.17273 -0.42 0.16 -1.66 0.058
H 1.63032 3.38695 -1.79561 -0.42 -1.20 0.58 0.078
H 3.91231 2.67062 -1.90776 -0.01 -1.51 0.57 0.118
H 4.03924 1.44469 -0.49844 -0.27 0.14 -1.76 0.109
H 5.77579 0.73696 -1.82901 -1.00 0.15 -0.95 0.145
H 4.76779 1.05342 -5.65059 0.42 -0.55 0.14 0.126
H 5.71273 -1.53541 -4.80063 -0.63 1.24 0.81 0.117
H 4.01792 -0.93377 -4.99747 1.29 -0.19 0.81 0.119
H 3.58139 -1.20663 -2.89255 1.05 1.15 0.69 0.094
H 5.26016 -2.93926 -2.53282 0.50 1.60 0.12 0.118
H 6.64833 -1.67209 -2.64035 -1.49 -0.58 0.63 0.121
H 4.58350 -3.58137 -0.53041 0.50 -0.10 0.20 0.064
H 5.35398 -3.24381 0.87789 0.30 -0.14 -0.74 0.042
H 5.15517 -0.56821 0.89646 -0.11 -0.31 -0.84 0.079
H 3.97388 -1.61028 0.47814 0.64 0.33 -0.72 0.076
H 7.56529 -2.43396 0.10869 -0.40 0.57 -0.47 0.076
H 7.21510 -0.88289 0.47092 -0.17 -0.23 -0.46 0.062
C 0.12281 -4.38832 -2.72402 -0.08 0.08 0.02 -0.082
C 0.49347 -3.20342 -3.59372 0.09 -0.37 0.16 -0.304
O 1.71521 -2.62264 -3.14083 0.26 0.13 -0.04 -0.119
H 0.01451 -4.07929 -1.68069 -0.04 0.05 -0.07 0.080
H -0.81342 -4.83897 -3.05703 0.14 -0.09 0.02 0.050
H 0.90782 -5.14971 -2.75108 -0.12 -0.07 -0.09 0.079
H -0.28220 -2.43822 -3.54647 0.24 0.07 -0.07 0.104
H 0.61480 -3.50764 -4.63746 -0.22 0.05 -0.02 0.111
H 2.39854 -3.30297 -3.19433 -0.13 0.08 -0.01 0.082
C -3.52287 -3.28110 -6.72810 -0.12 -0.19 -0.07 -0.089
C -3.00984 -2.66285 -5.44309 -0.05 0.20 -0.40 -0.320
O -1.73063 -2.07318 -5.65420 0.17 0.04 0.12 -0.093
H -2.82712 -4.04158 -7.09163 -0.02 0.03 0.10 0.077
H -4.50087 -3.74141 -6.57555 0.05 0.06 -0.01 0.060
H -3.60842 -2.52470 -7.51418 -0.07 0.02 0.06 0.073
H -2.90525 -3.42462 -4.66768 0.14 0.11 -0.01 0.108
H -3.69632 -1.89188 -5.07929 -0.14 -0.15 0.05 0.099
H -1.83046 -1.39485 -6.33314 0.04 -0.12 0.11 0.085
C 1.21848 5.54368 2.80976 -0.10 0.04 0.09 -0.086
C 2.13833 4.38258 2.48936 0.04 0.42 -0.18 -0.300
O 2.16865 4.15186 1.08558 0.08 0.01 0.22 -0.105
H 0.20603 5.34110 2.45171 0.05 0.01 0.09 0.063
H 1.18168 5.72679 3.88686 -0.05 0.01 -0.02 0.082
H 1.55672 6.45452 2.30901 0.02 -0.08 0.02 0.053
H 1.78498 3.46943 2.97325 0.06 -0.04 -0.18 0.112
H 3.15739 4.58478 2.83534 -0.04 -0.04 0.20 0.110
H 2.49033 4.95937 0.66428 -0.06 -0.14 0.03 0.095
C -3.75459 3.58451 1.29430 -0.15 -0.07 -0.04 -0.084
C -3.26090 4.46952 2.42146 0.22 -0.06 -0.43 -0.315
O -2.19922 3.82473 3.12135 0.00 0.00 0.38 -0.098
H -4.10446 2.62554 1.68497 -0.04 0.10 0.02 0.077
H -4.57242 4.06353 0.75117 0.06 -0.04 -0.03 0.076
H -2.94563 3.36669 0.59119 -0.05 0.13 -0.02 0.074
H -4.06584 4.66728 3.13318 0.15 -0.07 0.10 0.114
H -2.89726 5.42713 2.03626 -0.18 0.04 -0.05 0.092
H -1.48924 3.66169 2.48753 -0.08 0.03 0.14 0.077
C 4.02435 -2.79843 5.17102 -0.08 -0.08 0.08 -0.092
C 5.33498 -2.85722 4.41173 -0.25 0.23 0.08 -0.309
O 5.10127 -2.72828 3.01252 0.08 -0.02 -0.23 -0.109
H 3.35339 -3.59447 4.83930 0.11 0.00 0.05 0.078
H 4.19056 -2.90236 6.24558 -0.05 0.04 -0.04 0.075
H 3.51141 -1.85036 4.98494 0.08 0.02 0.10 0.073
H 5.83316 -3.81300 4.58272 0.00 0.07 -0.21 0.116
H 6.00754 -2.05510 4.73149 0.05 -0.09 0.14 0.110
H 4.66896 -1.87753 2.86635 0.05 -0.14 0.05 0.067
C -2.66260 9.07843 3.47480 -0.09 0.03 0.14 -0.085
C -1.74104 7.91851 3.15330 -0.02 0.37 -0.18 -0.325
O -1.71187 7.69194 1.74822 0.00 -0.22 -0.08 -0.091
H -3.67462 8.87423 3.11684 0.07 -0.06 0.07 0.078
H -2.69952 9.26137 4.55120 -0.01 0.05 -0.05 0.077
H -2.32513 9.99109 2.97448 0.06 0.00 0.10 0.071
H -2.09313 7.00507 3.63674 0.08 -0.02 -0.17 0.105
H -0.72207 8.12079 3.49838 -0.04 -0.08 0.20 0.089
H -1.39175 8.50061 1.32972 -0.02 -0.17 0.02 0.084
C -7.27616 -1.33408 -5.13960 -0.04 0.10 -0.10 -0.093
C -7.35316 -2.83518 -4.94110 0.13 0.27 0.27 -0.316
O -6.08097 -3.34871 -4.56203 0.07 -0.19 -0.01 -0.100
H -6.53985 -1.08656 -5.90838 -0.09 -0.07 -0.01 0.073
H -8.24610 -0.92894 -5.43699 0.06 0.04 0.04 0.074
H -6.95556 -0.83794 -4.21896 -0.12 -0.02 0.01 0.074
H -7.65237 -3.32829 -5.86783 0.15 -0.09 0.10 0.113
H -8.08117 -3.08917 -4.16407 -0.16 0.03 -0.13 0.108
H -5.82603 -2.91603 -3.73774 -0.02 -0.09 -0.13 0.085
C -2.61815 2.29420 6.68902 0.08 -0.17 0.03 -0.094
C -3.70110 3.34237 6.85339 0.24 -0.03 -0.37 -0.324
O -3.24668 4.60030 6.37041 -0.08 0.22 -0.01 -0.092
H -1.71562 2.58783 7.23083 -0.11 -0.01 0.05 0.076
H -2.95374 1.32354 7.06254 0.04 0.01 -0.03 0.071
H -2.33905 2.18885 5.63690 -0.11 -0.03 0.02 0.065
H -3.96208 3.46065 7.90686 0.01 0.16 -0.10 0.110
H -4.60465 3.05923 6.30326 -0.06 -0.15 0.13 0.106
H -3.02591 4.49029 5.43479 0.10 -0.03 0.15 0.052
C -3.49099 -7.59624 -1.06794 0.06 0.17 0.02 -0.105
C -2.83297 -6.54399 -1.93876 -0.14 -0.41 -0.05 -0.326
O -1.68074 -7.08236 -2.57995 0.18 0.05 -0.09 -0.098
H -2.79088 -7.96020 -0.31222 -0.06 0.09 -0.02 0.079
H -4.37271 -7.19287 -0.56611 0.00 -0.14 -0.04 0.076
H -3.79210 -8.45999 -1.66531 -0.12 0.13 0.02 0.063
H -2.51410 -5.69230 -1.33432 0.15 -0.05 -0.14 0.108
H -3.52646 -6.18312 -2.70592 -0.11 0.12 0.11 0.108
H -1.96990 -7.82832 -3.11946 0.05 0.12 0.10 0.084
C 1.63674 10.06060 3.53386 -0.06 0.05 0.11 -0.084
C 2.55486 8.89729 3.21261 0.04 0.44 -0.14 -0.318
O 2.58213 8.66698 1.80809 -0.01 -0.21 -0.09 -0.092
H 0.62369 9.85929 3.17715 0.07 -0.04 0.07 0.055
H 1.60127 10.24491 4.61007 -0.02 0.05 -0.06 0.080
H 1.97630 10.97148 3.03242 0.06 -0.01 0.11 0.076
H 2.20143 7.98588 3.69658 0.07 0.02 -0.17 0.089
H 3.57446 9.09756 3.55702 -0.05 -0.03 0.18 0.112
H 2.90407 9.47299 1.38622 -0.04 -0.16 0.03 0.084
C -4.50067 -10.79191 2.15434 0.05 0.03 0.15 -0.095
C -5.60877 -10.23752 1.28064 0.25 -0.32 -0.12 -0.315
O -5.09037 -9.84765 0.01374 -0.14 0.05 -0.04 -0.104
H -3.71526 -10.04560 2.29651 -0.11 0.00 0.02 0.076
H -4.88588 -11.08907 3.13249 0.06 -0.03 -0.04 0.074
H -4.03357 -11.66088 1.68198 -0.10 -0.04 0.06 0.072
H -6.05776 -9.35777 1.74533 0.04 0.02 -0.20 0.113
H -6.39372 -10.98466 1.12520 -0.08 0.03 0.19 0.107
H -4.70314 -10.63114 -0.39594 -0.06 0.13 0.06 0.087
```
Forces are in eV/Å.